The following is a quantum chemistry calculation of a structure of composition CHI2O3S in a non-equilibrium geometry, from OMol25.

As for the HOMO energy (alpha / beta): -0.130 / -0.182 hartree. The calculation puts the largest force on an atom at 3.12 eV Å⁻¹. The gap between HOMO and LUMO (alpha / beta) comes out at 5.23 / 7.64 eV. The value obtained for the lowest unoccupied orbital energy (alpha / beta) is 0.0624 / 0.0988 Eh. The multiplicity is 1. As for the charge: -1.

XYZ file:
```
8
CHI2O3S | OMol25 | wB97M-V/def2-TZVPD
C 1.520 0.052 -0.512
O -1.259 0.435 2.177
O -2.059 -1.449 0.682
O -2.405 0.816 -0.066
S -1.636 -0.076 0.820
I 2.022 -1.823 -1.378
I 1.641 1.641 -1.912
H 2.176 0.403 0.188
```